No. 1
A 2-piece molecular cluster, C4H9IOS overall at a distorted geometry. Source: OMol25; level of theory: ωB97M-V with the def2-TZVPD basis set.

Positions of all 16 atoms, in Å:
C1 -1.828 0.152 0.828
C2 -0.615 -0.509 -1.242
C3 -0.450 0.011 0.157
C4 0.170 1.324 0.136
O1 1.132 1.731 0.775
S1 2.595 -1.010 0.805
I1 4.381 0.057 -0.267
H1 -2.311 0.993 0.247
H2 -1.630 0.501 1.911
H3 -2.381 -0.813 0.791
H4 -1.466 -1.216 -1.373
H5 0.391 -1.059 -1.263
H6 -0.562 0.360 -1.884
H7 0.191 -0.658 0.821
H8 -0.375 2.159 -0.394
H9 2.761 -2.023 -0.048

Properties
F_max: 3.74 eV/A
Calculated total energy: -928.8773 hartree
Frontier orbital gap: 8.27 eV
Net charge: 0
Relative energy (zero: lowest compared OMol25 entry of this formula, charge and spin): 1.333 eV
SMILES: CC(C)C=O.SI



No. 2
A 2-piece molecular cluster, C8H15BO2 overall at a distorted geometry. Source: OMol25; level of theory: ωB97M-V with the def2-TZVPD basis set.

Positions of all 26 atoms, in Å:
B1 1.326 -1.018 -0.524
C1 2.440 1.267 0.181
C2 2.491 0.107 1.239
C3 2.922 0.741 -1.142
C4 0.374 -2.125 -1.036
C5 -2.214 0.188 -1.022
C6 -1.403 -0.821 -0.498
C7 -3.322 0.785 -0.143
C8 -1.466 -1.086 0.918
O1 1.493 -0.812 0.776
O2 2.143 -0.404 -1.484
H1 1.397 1.324 0.039
H2 3.007 2.141 0.520
H3 3.413 -0.422 1.225
H4 2.069 0.476 2.254
H5 2.780 1.429 -1.884
H6 3.882 0.475 -1.134
H7 0.268 -2.212 -1.993
H8 -2.194 0.431 -2.047
H9 0.160 -2.982 -0.334
H10 -2.783 1.357 0.558
H11 -3.944 0.062 0.289
H12 -4.021 1.414 -0.833
H13 -0.704 -0.539 1.528
H14 -1.398 -2.158 1.354
H15 -2.374 -0.710 1.472

Properties
F_max: 7.56 eV/A
Calculated total energy: -489.0584 hartree
Frontier orbital gap: 9.24 eV
Net charge: 0
Relative energy (zero: lowest compared OMol25 entry of this formula, charge and spin): 4.791 eV



No. 3
A 2-piece molecular cluster, C3H12N2O overall at a distorted geometry. Source: OMol25; level of theory: ωB97M-V with the def2-TZVPD basis set.

Positions of all 18 atoms, in Å:
N1 0.827 -0.472 -0.051
C1 -0.646 -0.398 -0.103
C2 -1.187 1.009 -0.383
C3 -1.254 -1.007 1.135
N2 -0.841 -2.398 1.392
H1 1.141 0.094 0.729
H2 1.228 -0.166 -0.926
H3 -0.951 -0.993 -0.979
H4 -2.267 0.980 -0.556
H5 -0.703 1.408 -1.276
H6 -1.001 1.706 0.436
H7 -1.007 -0.421 2.026
H8 -2.306 -0.954 1.006
H9 -1.597 -3.035 1.168
H10 -0.055 -2.604 0.778
H11 3.443 2.407 -2.244
H12 3.519 2.798 -0.780
O1 3.656 2.047 -1.371

Properties
F_max: 1.13 eV/A
Calculated total energy: -306.2394 hartree
Frontier orbital gap: 9.65 eV
Net charge: 0
Relative energy (zero: lowest compared OMol25 entry of this formula, charge and spin): 0.123 eV
SMILES: C[C@@H](N)CN.O



No. 4
One molecule with the formula C7H13N3O4 at a distorted geometry. Source: OMol25; level of theory: ωB97M-V with the def2-TZVPD basis set.

Positions of all 27 atoms, in Å:
C1 -0.136 1.698 0.692
C2 1.086 0.882 0.385
C3 -0.951 -0.140 -0.272
C4 -0.031 3.073 1.245
C5 -3.025 0.104 -1.473
C6 1.155 -1.398 -0.981
C7 1.952 -2.102 0.213
N1 -1.231 1.211 0.340
N2 0.493 -0.161 -0.459
N3 -1.299 -1.262 0.714
O1 -1.130 -0.869 1.896
O2 -1.410 -2.414 0.351
O3 3.169 -1.338 0.440
O4 -1.608 -0.332 -1.485
H1 1.818 1.494 -0.119
H2 1.642 0.429 1.237
H3 1.015 3.040 1.706
H4 -0.880 3.368 1.881
H5 -0.096 3.802 0.386
H6 -2.988 1.090 -1.197
H7 -3.477 -0.460 -0.723
H8 -3.393 0.024 -2.580
H9 1.863 -1.114 -1.801
H10 0.342 -2.039 -1.243
H11 2.181 -3.134 0.218
H12 1.351 -1.878 1.093
H13 3.590 -1.575 -0.464

Properties
F_max: 4.07 eV/A
Calculated total energy: -739.5830 hartree
Frontier orbital gap: 9.24 eV
Net charge: 0
Relative energy (zero: lowest compared OMol25 entry of this formula, charge and spin): 7.063 eV
SMILES: CO[C@]1([N+](=O)[O-])N=C(C)CN1CCO



No. 5
A 2-piece molecular cluster, C6H16N overall. Source: OMol25; level of theory: ωB97M-V with the def2-TZVPD basis set.

Positions of all 23 atoms, in Å:
C1 2.762 0.076 -0.372
C2 1.498 -1.673 -1.515
N1 2.509 -0.907 -1.431
H1 2.912 1.048 -0.837
H2 3.674 -0.193 0.158
H3 1.912 0.086 0.306
H4 0.792 -1.673 -0.696
H5 1.398 -2.297 -2.394
H6 3.157 -0.903 -2.216
C3 -0.989 0.038 1.937
C4 -1.995 0.423 0.854
C5 -2.256 1.924 0.811
C6 -1.499 -0.096 -0.492
H7 -0.828 -1.042 1.918
H8 -0.032 0.534 1.742
H9 -1.296 0.337 2.940
H10 -2.936 -0.081 1.086
H11 -2.964 2.158 0.020
H12 -1.341 2.495 0.642
H13 -2.684 2.278 1.750
H14 -1.481 -1.189 -0.479
H15 -2.103 0.226 -1.335
H16 -0.476 0.268 -0.657

Properties
F_max: 0.45 eV/A
Calculated total energy: -292.6818 hartree
Frontier orbital gap: 9.15 eV
Net charge: +1
Relative energy (zero: lowest compared OMol25 entry of this formula, charge and spin): 1.156 eV



No. 6
A 14-piece molecular cluster, C15H58N12O14 overall at a distorted geometry. Source: OMol25; level of theory: ωB97M-V with the def2-TZVPD basis set.

Positions of all 99 atoms, in Å:
C1 4.437 2.729 0.022
C2 3.244 2.173 0.773
O1 2.715 1.199 -0.029
H1 4.908 3.341 0.688
H2 4.240 3.363 -0.857
H3 5.037 1.890 -0.353
H4 2.572 3.038 0.979
H5 3.599 1.770 1.686
H6 1.812 1.200 0.214
C3 0.623 -4.245 -1.293
O2 0.685 -5.161 -0.263
N1 0.115 -3.084 -1.165
N2 1.174 -4.451 -2.404
H7 -0.130 -2.709 -0.217
H8 0.269 -2.370 -1.902
H9 1.470 -5.396 -2.648
H10 1.128 -3.820 -3.203
C4 1.219 2.968 -2.808
O3 1.182 1.575 -2.704
N3 0.657 3.603 -3.766
N4 1.756 3.709 -1.857
H11 0.594 2.981 -4.528
H12 1.006 4.515 -4.115
H13 2.143 2.992 -1.271
H14 1.476 4.614 -1.551
C5 0.524 -1.716 -3.992
O4 -0.707 -1.471 -4.569
N5 0.886 -1.186 -2.899
N6 1.327 -2.600 -4.488
H15 0.706 -0.102 -3.006
H16 1.787 -1.405 -2.353
H17 1.061 -2.998 -5.435
H18 2.321 -2.592 -4.229
C6 -3.366 -4.139 -0.723
O5 -2.644 -5.226 -0.727
N7 -2.755 -2.980 -0.768
N8 -4.583 -4.139 -0.198
H19 -1.736 -3.268 -1.044
H20 -3.144 -2.088 -1.068
H21 -5.012 -5.087 -0.024
H22 -5.313 -3.509 -0.622
C7 -2.275 0.997 3.106
O6 -2.411 2.374 3.380
N9 -3.152 0.246 2.559
N10 -1.324 0.423 3.741
H23 -3.848 0.770 1.967
H24 -3.021 -0.791 2.339
H25 -0.503 1.008 4.128
H26 -1.218 -0.661 3.619
C8 -1.402 -2.350 2.308
O7 -0.316 -2.480 1.518
N11 -2.576 -2.276 1.749
N12 -1.391 -2.250 3.595
H27 -2.544 -2.680 0.768
H28 -3.410 -2.564 2.188
H29 -0.652 -2.689 4.046
H30 -2.197 -1.948 4.227
C9 1.623 2.031 4.003
O8 0.672 1.746 4.995
H31 1.582 3.155 3.750
H32 1.357 1.430 3.141
H33 2.563 1.668 4.480
H34 0.560 2.575 5.424
C10 2.699 -1.868 -0.174
O9 3.071 -2.494 -1.380
H35 1.798 -1.244 -0.274
H36 3.532 -1.330 0.168
H37 2.441 -2.623 0.563
H38 2.279 -2.997 -1.719
C11 -0.690 0.491 0.130
O10 0.096 0.470 1.271
H39 -1.372 1.318 0.043
H40 -1.333 -0.423 -0.028
H41 0.003 0.404 -0.664
H42 -0.286 0.484 2.170
C12 -2.850 0.344 -2.938
O11 -3.103 -0.866 -3.624
H43 -2.459 1.187 -3.648
H44 -2.161 0.161 -2.106
H45 -3.780 0.625 -2.543
H46 -2.352 -0.963 -4.231
C13 2.372 -1.282 3.089
O12 1.815 -0.990 4.334
H47 3.142 -0.529 3.030
H48 1.719 -1.190 2.238
H49 2.869 -2.250 3.000
H50 1.927 -0.064 4.544
C14 -1.947 3.611 -2.071
O13 -1.232 4.761 -2.435
H51 -3.052 3.890 -2.253
H52 -1.759 3.278 -1.059
H53 -1.753 2.712 -2.714
H54 -0.471 4.475 -2.923
C15 -0.053 3.984 1.597
O14 -1.436 3.822 1.304
H55 0.355 3.106 1.988
H56 -0.002 4.748 2.334
H57 0.449 4.351 0.685
H58 -1.830 3.273 1.942

Properties
F_max: 11.65 eV/A
Calculated total energy: -2316.5022 hartree
Frontier orbital gap: 8.45 eV
Net charge: 0
Relative energy (zero: lowest compared OMol25 entry of this formula, charge and spin): 15.235 eV



Question: calculated total energy of number 6 (C15H58N12O14)?
Answer: -2316.5022 hartree



What did the fifth record say?
A 2-piece molecular cluster, C6H16N overall. Source: OMol25; level of theory: ωB97M-V with the def2-TZVPD basis set.

Positions of all 23 atoms, in Å:
C1 2.762 0.076 -0.372
C2 1.498 -1.673 -1.515
N1 2.509 -0.907 -1.431
H1 2.912 1.048 -0.837
H2 3.674 -0.193 0.158
H3 1.912 0.086 0.306
H4 0.792 -1.673 -0.696
H5 1.398 -2.297 -2.394
H6 3.157 -0.903 -2.216
C3 -0.989 0.038 1.937
C4 -1.995 0.423 0.854
C5 -2.256 1.924 0.811
C6 -1.499 -0.096 -0.492
H7 -0.828 -1.042 1.918
H8 -0.032 0.534 1.742
H9 -1.296 0.337 2.940
H10 -2.936 -0.081 1.086
H11 -2.964 2.158 0.020
H12 -1.341 2.495 0.642
H13 -2.684 2.278 1.750
H14 -1.481 -1.189 -0.479
H15 -2.103 0.226 -1.335
H16 -0.476 0.268 -0.657

Properties
F_max: 0.45 eV/A
Calculated total energy: -292.6818 hartree
Frontier orbital gap: 9.15 eV
Net charge: +1
Relative energy (zero: lowest compared OMol25 entry of this formula, charge and spin): 1.156 eV



Question: Look up the F_max of the fifth one.
Answer: 0.45 eV/A